ORCA calculation (the ωB97M-V functional and the def2-TZVPD basis) on 2 unconnected molecules or ions with the total composition C4H13N2OS in a non-equilibrium geometry.

Results
LUMO energy, Eh: 0.142
Frontier orbital gap, Eh: 0.2549
Total charge: -1
Electronic energy, eV: -20222.740

Last columns: bonded neighbours and bond lengths (Å).
Geometry (Å):
1 H 2.632 -0.099 -1.786  C13 1.104
2 H -2.237 1.365 2.110  N10 1.020
3 H -0.208 0.958 0.169  C19 1.089
4 C 1.890 0.390 0.163  H8 1.096, C13 1.509, H16 1.102, C19 1.549
5 S 0.549 -1.303 -1.630  C13 1.836
6 H -1.600 -1.388 2.245  C21 1.082
7 N 0.135 -0.450 1.685  H17 1.018, C19 1.468, C21 1.462
8 H 2.270 -0.517 0.646  C4 1.096
9 H -1.440 0.327 -2.122  O12 0.976
10 N -2.242 0.451 1.658  H2 1.020, H20 1.015, C21 1.482
11 H -1.137 -0.059 3.331  C21 1.094
12 O -1.493 1.301 -2.131  H9 0.976, H15 0.972
13 C 1.663 0.120 -1.305  H1 1.104, C4 1.509, S5 1.836, H14 1.106
14 H 1.380 0.978 -1.944  C13 1.106
15 H -0.557 1.497 -1.957  O12 0.972
16 H 2.584 1.208 0.415  C4 1.102
17 H 0.100 -1.214 1.012  N7 1.018
18 H 0.658 1.563 1.568  C19 1.088
19 C 0.564 0.712 0.897  H3 1.089, C4 1.549, N7 1.468, H18 1.088
20 H -2.108 0.548 0.656  N10 1.015
21 C -1.195 -0.385 2.289  H6 1.082, N7 1.462, N10 1.482, H11 1.094